No. 1
106
Properties=species:S:1:pos:R:3:forces:R:3 method="wB97M-V/def2-TZVPD" e_lumo_ha=0.0525 total_charge=-1 orbital_gap_ev=5.4 homo_energy_ev=-3.9871
Tl 0.11436 0.29972 -0.20714 0.11 -0.64 -0.19
S -0.09757 2.07863 -3.06989 0.02 0.02 0.05
S -2.89796 -0.33214 1.49373 -0.29 0.15 0.56
S 5.01457 2.15271 0.38039 0.11 -0.13 -0.17
S -1.22755 3.23377 -0.33420 0.01 0.07 0.13
S 1.17742 0.37892 5.09711 -0.04 -0.06 0.12
O -3.23382 0.47418 2.73807 -1.05 -0.57 -0.96
O -1.95895 -1.41045 -0.70071 0.00 -0.10 -0.36
O 2.39242 -0.83736 -1.10102 0.12 -0.06 0.44
N 0.80566 1.40819 2.80530 0.21 0.16 -0.18
N 0.69242 -2.28551 0.24054 -0.16 0.16 -0.05
N -3.59357 3.16651 -1.52462 -0.07 -0.08 -0.10
N 2.04259 -2.40659 0.58711 -0.17 0.03 -0.02
N 2.49344 1.98510 0.62855 0.09 -0.03 -0.04
N -2.53732 2.45916 -3.99007 -0.20 -0.05 -0.09
C 0.10977 -3.40381 0.07064 -0.19 -0.21 -0.06
C -1.52755 -2.08827 2.98702 -0.03 0.06 -0.06
C -2.52691 0.47253 -5.47533 -0.01 0.00 0.09
C -4.50539 -0.55709 0.74556 0.04 -0.11 -0.24
C -3.43360 -3.09200 1.90999 -0.04 0.00 -0.02
C -2.06037 -4.39386 3.40049 -0.03 0.10 0.00
C -8.30456 2.23359 0.25497 0.03 0.00 0.01
C -3.56899 -4.45801 -1.80797 0.09 0.05 0.08
C -6.23321 2.10987 -0.96766 -0.02 -0.04 0.00
C -1.25730 1.47374 4.17575 1.09 0.07 0.34
C 3.13090 2.82859 -1.59998 -0.09 -0.10 0.11
C 0.17585 1.12791 3.89844 -0.37 0.25 0.38
C -2.12693 -2.65977 -0.94544 0.05 0.30 0.14
C 6.13337 -2.44305 1.44238 -0.04 0.03 -0.05
C -3.26823 -3.11681 -1.66776 -0.05 -0.13 -0.02
C 2.14454 1.07786 2.88181 -0.05 0.18 -0.10
C 4.39906 1.49725 1.82774 0.28 -0.09 0.12
C -3.96310 2.71171 -3.84506 0.10 -0.06 -0.05
C -7.54709 1.69610 -0.77368 0.05 0.02 0.01
C 5.14632 -1.36925 -0.91389 0.08 0.09 0.00
C -1.57680 -5.01347 -0.61607 0.00 -0.03 -0.03
C 7.01931 -2.01582 0.45555 -0.06 0.01 0.02
C -3.77586 0.13787 -5.98962 -0.01 -0.07 -0.03
C -3.28827 -2.20110 -5.71883 0.03 0.01 0.01
C -2.63129 -1.98697 2.14601 0.15 -0.05 0.01
C 3.04286 1.48753 1.78675 -0.37 -0.02 0.12
C 4.25826 -1.77167 0.07502 -0.05 0.03 0.04
C -1.68443 2.51186 -2.94490 0.04 0.13 0.06
C 3.40769 2.34710 -0.21287 -0.01 0.08 -0.03
C -2.03950 -1.87602 -5.20323 -0.07 0.02 0.02
C -3.14489 -4.29558 2.54142 0.03 0.00 0.05
C -6.43187 3.60347 0.88957 0.01 0.04 -0.01
C -4.22591 3.54355 -0.27263 -0.07 -0.09 -0.08
C -1.66014 -0.54718 -5.08253 -0.01 0.01 0.00
C -2.23211 2.98145 -1.58910 -0.06 0.18 -0.22
C -1.22953 -3.66910 -0.47367 0.21 -0.06 0.08
C -2.73437 -5.43309 -1.25400 -0.03 0.08 0.01
C 2.52113 0.49779 4.05028 0.20 -0.19 -0.01
C -2.13571 1.92277 -5.29746 -0.05 -0.12 0.16
C -7.73808 3.18776 1.09246 0.01 -0.01 -0.02
C 4.76332 -2.32538 1.25170 0.04 0.07 0.01
C -1.24482 -3.28781 3.61771 -0.03 -0.05 -0.02
C -4.19505 3.69696 -2.74063 0.04 -0.04 0.09
C -5.66183 3.07176 -0.14344 0.04 0.09 -0.03
C -4.15750 -1.19311 -6.11147 0.01 0.04 0.01
C 2.77366 -1.62354 -0.16757 0.10 0.16 -0.36
C 6.52014 -1.48792 -0.72745 -0.06 0.00 0.01
H -3.63381 3.11771 0.53540 0.05 -0.03 0.04
H -5.13546 -1.44043 -6.50731 0.03 0.00 -0.01
H -5.99047 4.34428 1.54928 -0.04 -0.03 -0.03
H 8.08960 -2.09180 0.61213 -0.02 -0.04 -0.02
H -4.46163 -4.75446 -2.35190 0.02 0.02 0.02
H -3.76682 -5.16079 2.34673 0.01 0.02 0.00
H -2.96987 -6.48623 -1.34177 0.01 0.01 0.00
H 7.20171 -1.16547 -1.50770 -0.03 0.00 0.03
H 2.25573 3.47825 -1.59671 0.03 0.00 0.00
H 3.49645 0.13093 4.33137 -0.06 0.02 -0.05
H -7.97179 0.94194 -1.42517 0.02 0.01 0.01
H -5.16372 -0.98751 1.49933 -0.03 0.04 -0.03
H -0.89545 -1.21932 3.14614 0.00 -0.11 -0.01
H -4.82912 0.45444 0.51040 -0.05 -0.02 -0.03
H -0.38431 -3.36125 4.27120 -0.01 0.01 -0.02
H -1.06065 2.03643 -5.37481 0.08 0.05 -0.04
H -4.18961 4.63323 -0.14073 0.05 0.01 0.03
H -3.90764 -2.35788 -2.10654 -0.01 0.02 -0.01
H -1.36737 -2.65812 -4.87406 -0.01 0.02 0.01
H -4.33928 3.10426 -4.79096 0.02 0.02 -0.03
H -1.52069 1.25695 5.21042 0.03 0.00 0.06
H -4.45792 0.92267 -6.30340 0.03 -0.01 0.00
H -1.93122 0.91716 3.51769 0.28 0.28 0.32
H -9.32445 1.90451 0.41162 0.02 0.02 0.00
H 4.73213 -0.95359 -1.82451 0.02 0.02 0.03
H -2.61933 2.53741 -6.05863 -0.04 0.04 -0.01
H -3.58100 -3.24027 -5.80946 -0.01 0.04 0.03
H -3.74705 4.66524 -2.99632 -0.03 0.06 0.02
H -5.26080 3.84123 -2.58571 -0.03 0.00 0.04
H 0.71311 -4.29978 0.25539 -0.03 -0.04 0.01
H 4.05740 -2.65297 2.00504 0.03 -0.01 -0.03
H -0.89820 -5.75617 -0.20497 0.02 0.01 -0.05
H -4.43944 -1.16316 -0.15917 0.03 0.05 0.11
H -1.41168 2.53481 3.97887 0.02 0.04 0.00
H 2.89402 1.96125 -2.22060 0.04 0.00 -0.01
H -0.69291 -0.29368 -4.66649 -0.03 0.00 0.01
H -4.27384 -3.04123 1.23047 0.06 0.00 -0.01
H -4.49221 1.77889 -3.63155 -0.02 -0.06 -0.05
H 5.06009 1.15073 2.60740 -0.10 0.05 -0.01
H -1.85199 -5.32916 3.90548 0.04 -0.01 -0.05
H -5.64331 1.66009 -1.75689 -0.01 -0.02 0.05
H 3.98738 3.35012 -2.02665 -0.01 0.00 0.01
H -8.31606 3.60545 1.90803 0.02 -0.01 -0.02
H 6.51547 -2.87962 2.35893 -0.01 0.05 0.00

No. 2
106
Properties=species:S:1:pos:R:3:forces:R:3 method="wB97M-V/def2-TZVPD" e_lumo_ha=0.0788 total_charge=-1 orbital_gap_ev=6.5 homo_energy_ev=-4.3473
I 3.85819 -2.23392 -2.00503 0.10 0.10 0.00
I 7.76312 2.16685 -0.80975 -0.12 -0.02 0.00
Cd 0.54467 0.38302 0.78737 0.16 -0.09 0.15
S -1.25730 3.09624 -0.93375 -0.24 0.10 0.25
P -2.32598 0.13489 -2.26343 -0.06 -0.09 -0.15
O -0.68018 1.74227 -0.78286 -0.04 0.23 0.16
O 1.93427 -0.00687 -0.88780 -0.20 0.05 -0.06
O -2.00588 3.52612 0.23549 0.05 -0.19 0.11
O -0.29284 4.06973 -1.40271 0.16 0.02 0.00
N 1.56804 2.54491 0.98352 -0.35 -0.02 -0.02
N 0.30912 -1.22819 2.26792 -0.20 0.22 0.09
N -0.24218 -2.41228 -0.14313 0.05 0.09 0.06
N -1.14745 1.06710 3.10868 0.05 0.06 -0.22
N 3.11837 0.58233 1.97454 -0.06 0.00 0.11
C -1.62829 -0.74166 -4.92824 0.00 0.07 -0.05
C 2.08496 -2.88160 2.68683 0.15 -0.02 -0.09
C -0.98537 -0.89695 6.27301 -0.03 0.01 0.07
C -0.17594 -2.73645 -1.55225 0.03 0.01 -0.01
C 3.14158 1.69658 2.69122 0.09 -0.03 0.04
C 5.78819 1.45592 -0.88455 0.24 -0.03 -0.01
C -2.45205 2.98904 -2.26214 0.20 0.02 0.10
C 3.94764 -0.40601 2.29950 0.03 -0.05 0.05
C 3.93486 1.83695 3.82532 0.00 0.01 -0.03
C -3.74714 4.29823 -3.81602 0.06 -0.01 0.09
C 0.57515 -0.39142 -5.83399 0.02 0.02 0.04
C -0.78868 0.04191 4.04158 0.10 -0.16 0.06
C -2.91246 1.80748 -2.81917 -0.14 -0.23 -0.08
C 1.05445 -2.35164 1.90640 0.06 -0.09 -0.21
C -0.06451 -2.20011 4.47573 -0.10 -0.04 0.08
C -5.05628 -0.40150 -2.11485 0.02 -0.04 -0.10
C -2.86580 4.22574 -2.75573 -0.06 0.02 0.00
C -0.13626 -1.12638 3.55922 -0.03 -0.09 0.14
C 0.95886 0.22534 -4.65026 0.02 -0.01 -0.07
C 5.54448 0.16076 -1.30566 -0.03 0.12 0.03
C -1.55895 -2.72711 0.40373 -0.05 -0.01 0.00
C -2.41918 0.68761 2.46878 0.15 0.07 0.01
C 3.12499 0.48163 -0.91358 0.26 0.03 -0.06
C -0.71802 -0.87363 -5.96930 -0.02 -0.02 -0.01
C 2.84793 -3.95651 2.25660 0.00 0.02 0.03
C 3.43002 1.82687 -0.55141 0.02 0.09 -0.10
C -6.17910 -1.21101 -2.09065 -0.01 -0.03 0.00
C 1.58944 -4.01555 0.22262 0.05 -0.01 0.04
C -1.27065 2.38489 3.72055 -0.05 -0.08 -0.15
C -3.74497 -2.23359 -2.92370 0.08 -0.04 -0.06
C 4.23790 -0.29106 -1.32594 -0.12 -0.17 -0.07
C 0.05818 0.34642 -3.60549 -0.03 -0.03 0.17
C -4.87117 -3.04569 -2.90328 0.01 -0.01 0.00
C 2.32231 2.86153 2.18343 0.07 -0.07 0.07
C 0.81006 -2.94665 0.64842 -0.01 -0.03 0.06
C 4.73435 2.28515 -0.53342 -0.04 0.02 0.03
C -6.09301 -2.53824 -2.49222 -0.03 0.02 0.03
C 4.76227 0.79038 4.18762 0.02 -0.01 -0.01
C 2.31317 2.79258 -0.26747 0.00 -0.08 -0.22
C -0.46484 -2.08600 5.79469 0.03 -0.01 -0.01
C 2.60642 -4.52485 1.01792 -0.03 -0.02 -0.03
C -3.77348 1.90213 -3.91916 -0.08 0.02 0.00
C -4.19457 3.12265 -4.40936 -0.01 -0.04 -0.01
C -1.24741 -0.13390 -3.73617 0.02 -0.11 0.12
C -1.16742 0.14268 5.37128 0.01 -0.07 0.09
C 4.79068 -0.34921 3.39660 -0.02 0.01 0.03
C -3.82232 -0.89170 -2.55616 -0.04 0.23 0.05
H 5.39283 0.86767 5.06439 0.00 0.00 0.01
H -1.64019 1.05306 5.71654 0.01 -0.05 0.01
H 1.28368 -0.50049 -6.64532 0.01 0.00 -0.01
H 2.72586 3.80967 -0.24704 -0.03 -0.01 0.00
H -4.06985 5.26141 -4.19001 0.01 0.00 -0.01
H 0.37044 0.79567 -2.66688 0.02 -0.08 -0.12
H -0.36720 -3.80343 -1.75352 -0.01 -0.01 0.00
H -1.84238 -3.76654 0.17288 0.02 0.01 0.01
H 2.30374 -2.41993 3.64105 0.02 0.01 -0.05
H -0.93705 -2.16141 -2.07150 -0.02 0.03 -0.03
H 4.92779 3.31227 -0.24594 -0.01 0.01 0.00
H 0.73013 3.11866 0.95330 0.07 0.09 -0.01
H 5.44004 -1.18054 3.63396 0.01 -0.01 -0.04
H -6.96943 -3.17304 -2.46818 -0.01 -0.01 -0.02
H -2.16177 2.46602 4.35910 -0.01 0.04 0.00
H -2.69722 1.43850 1.73780 0.00 0.16 -0.22
H 3.64376 -4.33563 2.88702 0.01 0.01 0.00
H 3.02118 3.68882 1.99054 -0.04 0.03 0.02
H -2.30754 -2.06024 -0.02675 -0.03 0.02 -0.06
H -1.55584 -2.60094 1.48311 0.00 0.05 0.02
H -4.11416 0.99420 -4.40010 -0.02 -0.02 0.00
H -2.63910 -1.10469 -5.06240 -0.03 -0.03 0.03
H -2.79315 -2.65786 -3.22064 -0.02 0.00 -0.04
H -1.28722 -0.78749 7.30635 0.02 0.00 0.02
H -0.35765 -2.94050 6.45301 -0.02 -0.02 -0.01
H 3.20763 -5.35270 0.66454 0.00 -0.01 -0.01
H -4.78740 -4.08237 -3.20428 0.01 -0.01 0.00
H -1.36712 3.13426 2.94146 0.03 0.12 -0.19
H 3.92792 -1.27126 1.64906 -0.01 -0.04 0.00
H -2.30631 -0.27633 1.97396 0.02 -0.01 -0.02
H 0.79685 -2.45619 -1.95141 0.00 0.03 -0.02
H 1.41244 -4.44947 -0.75157 0.00 -0.02 0.01
H -3.21916 0.60446 3.21894 0.01 -0.01 0.01
H -7.12405 -0.80592 -1.75133 -0.01 0.00 0.01
H 0.31997 -3.15065 4.13462 -0.07 0.06 0.08
H 1.96660 0.60177 -4.53036 0.02 -0.02 0.02
H 1.58439 2.75554 -1.07818 0.07 -0.01 0.10
H 6.35203 -0.48514 -1.61934 0.00 -0.02 0.01
H -2.46518 5.11834 -2.29605 -0.02 0.05 -0.02
H 3.90715 2.75560 4.39868 0.01 0.01 0.00
H -5.13400 0.62913 -1.78998 -0.02 0.01 0.01
H -0.39368 2.58358 4.33701 0.02 0.05 -0.05
H -1.02282 -1.35715 -6.88947 -0.01 0.00 -0.01
H -4.86032 3.15987 -5.26305 0.00 -0.01 0.01
H 1.64139 3.19516 2.96607 -0.10 -0.01 0.04

Energy relative to the best compared isomer or geometry (same formula, charge and spin) list, top to bottom, in kcal/mol: 41.94; 25.72